[1]
Density functional theory data (wB97M-V/def2-TZVPD) for a molecular structure, H10O5 at a distorted geometry.

Geometry as XYZ:
```
15
Properties=species:S:1:pos:R:3:nbo_charge:R:1
O 2.635 0.100 -2.264 -1.173
H 1.869 -1.047 -2.447 0.536
H 3.225 0.629 -2.800 0.469
O 1.223 -1.773 -2.032 -0.929
H 0.146 -1.612 -1.749 0.520
H 1.721 -2.584 -1.895 0.505
O -0.737 -0.863 -1.291 -1.028
H -0.073 0.031 -1.132 0.473
O 0.659 0.747 -0.880 -0.865
H 1.487 0.631 -1.570 0.518
H 0.412 1.630 -1.215 0.483
H -1.666 -0.907 -1.513 0.489
O -3.693 2.013 6.791 -0.944
H -2.909 1.736 7.274 0.472
H -4.299 1.268 6.722 0.472
```

Kohn-Sham gap	10.62	eV
strongest force on any atom	0.1053	hartree/bohr
HOMO energy	-9.81	eV
energy relative to the best compared isomer or geometry (same formula, charge and spin)	2.769	eV


[2]
Density functional theory data (wB97M-V/def2-TZVPD) for C3H6O2 in the gas phase at a distorted geometry.

Geometry as XYZ:
```
11
Properties=species:S:1:pos:R:3:nbo_charge:R:1
C 0.316 1.125 -0.181 -0.633
C 0.141 -0.296 0.332 -0.017
O 1.101 -1.209 -0.190 -0.712
C -1.231 -0.825 -0.126 0.436
O -2.254 -0.211 -0.015 -0.513
H 1.239 1.582 0.245 0.207
H 0.353 1.161 -1.280 0.220
H -0.530 1.720 0.168 0.235
H 0.109 -0.270 1.424 0.183
H 1.973 -0.937 0.172 0.474
H -1.218 -1.842 -0.548 0.120
```

Kohn-Sham gap	10.63	eV
strongest force on any atom	0.0238	hartree/bohr
HOMO energy	-9.95	eV
energy relative to the best compared isomer or geometry (same formula, charge and spin)	1.093	eV
SMILES	C[C@H](O)C=O


- The highest energy relative to the best compared isomer or geometry (same formula, charge and spin) belongs to which entry?
  H10O5